Version a
Computed, not measured: a single C4H3N molecule, with the ωB97M-V functional and the def2-TZVPD basis.

Each line ends with the Löwdin charge.
Atoms and positions in Å:
C -0.500 -1.774 -0.565  0.1207
C -0.374 -0.587 -0.723  -0.2442
C 0.425 1.032 0.670  -0.0759
C 0.131 1.949 -0.435  -0.0124
N -0.209 0.729 -0.828  -0.0153
H -0.612 -2.821 -0.426  0.0242
H 1.421 0.607 0.822  0.1014
H -0.283 0.864 1.487  0.1015

Results
Orbital gap in eV: 8.847

Version b
Computed, not measured: a single C4H3N molecule, with the ωB97M-V functional and the def2-TZVPD basis.

Each line ends with the Löwdin charge.
Atoms and positions in Å:
C 1.834 0.664 0.097  0.1455
C 0.732 0.111 -0.097  -0.3171
C -0.548 -0.361 -0.506  -0.1095
C -1.763 0.236 -0.064  -0.2375
N -2.763 0.706 0.296  0.1424
H 2.669 0.679 0.773  0.0395
H 0.459 -0.793 0.644  0.2210
H -0.619 -1.241 -1.142  0.1157

Results
Orbital gap (alpha / beta) in eV: 7.900 / 7.720

Version c
Computed, not measured: 2 unconnected molecules or ions with the total composition C4H3N, with the ωB97M-V functional and the def2-TZVPD basis.

Each line ends with the Löwdin charge.
Atoms and positions in Å:
C -4.662 0.047 0.040  -0.2420
C -0.356 -1.071 0.006  0.0845
C -1.316 -0.234 0.063  -0.0477
C -0.158 0.583 -0.010  -0.0243
N -3.497 0.048 -0.075  -0.0852
H 0.112 -2.002 -0.211  0.1000
H 0.421 0.905 0.884  0.1044
H 0.210 0.851 -1.036  0.1102

Results
Orbital gap (alpha / beta) in eV: 7.924 / 7.924

Name the most stable of them. version b.

Version a
Computed, not measured: a single C4H3N molecule, with the ωB97M-V functional and the def2-TZVPD basis.

Each line ends with the Löwdin charge.
Atoms and positions in Å:
C -1.346 1.253 1.847  0.0745
C -0.770 0.705 0.902  0.0175
C 0.228 -0.146 -0.124  -0.2487
N 0.984 -1.111 0.081  0.1235
C 0.899 -0.656 -1.312  -0.1419
H -2.176 1.582 2.357  -0.0021
H 0.357 -1.367 -1.947  0.0803
H 1.824 -0.261 -1.804  0.0970

Results
Structure (SMILES): C#CC1=NC1
Orbital gap in eV: 11.048

Version b
Computed, not measured: a molecular structure, C4H3N, with the ωB97M-V functional and the def2-TZVPD basis.

Each line ends with the Löwdin charge.
Atoms and positions in Å:
C 1.690 0.331 -0.031  -0.0021
C 1.002 -0.684 0.236  -0.2383
C -0.456 -0.899 0.236  -0.1747
C -0.602 0.493 -0.195  -0.0958
N -0.485 1.645 -0.484  0.1746
H 0.608 1.797 -0.453  0.0946
H -0.911 -1.101 1.206  0.1222
H -0.846 -1.583 -0.515  0.1195

Results
Orbital gap (alpha / beta) in eV: 8.952 / 8.952

Name the most stable of them. version a.